Record 1
The following is a DFT calculation (wB97M-V/def2-TZVPD) of a cluster of 2 separate species, C4H7NO in total.

Energy relative to the best compared isomer or geometry (same formula, charge and spin)   270.5 kJ/mol
Highest occupied orbital energy   -8.68 eV
SMILES   C=C1N=CCO1.[H][H]
Energy   -7796.841 eV
LUMO energy   0.030 hartree
Multiplicity   1
Orbital gap   9.493 eV

```
13
Properties=species:S:1:pos:R:3:forces:R:3:mulliken_charge:R:1
C 2.0457 -0.4381 0.4382 -0.151 0.121 -0.147 -0.8292
C 0.7236 -0.2759 0.4677 0.313 0.058 0.027 0.4222
N 0.0628 0.9413 0.7629 -0.269 -0.165 -0.128 -0.3935
C -1.1398 0.7962 0.3643 0.211 0.031 -0.050 -0.1516
C -1.4210 -0.5950 -0.1387 -0.141 0.100 0.004 -0.1491
O -0.1772 -1.2376 0.0797 0.108 -0.049 -0.040 -0.3740
H 2.6751 0.3801 0.7626 -0.117 -0.099 0.004 0.2904
H 0.5177 0.8181 -2.0426 0.026 -0.016 -0.131 0.0790
H 2.5058 -1.3172 -0.0016 -0.196 0.044 0.297 0.2764
H -1.8407 1.6286 0.3134 0.046 -0.220 0.269 0.3627
H -0.0068 1.2517 -1.7488 0.073 0.059 -0.210 -0.0588
H -1.6699 -0.6304 -1.2091 -0.035 0.124 0.173 0.2570
H -2.2190 -1.0915 0.4267 0.133 0.011 -0.068 0.2684
```
Forces are in eV/Å.

***

Record 2
The following is a DFT calculation (wB97M-V/def2-TZVPD) of the molecule C4H7NO in a non-equilibrium geometry.

Energy relative to the best compared isomer or geometry (same formula, charge and spin)   160.6 kJ/mol
Highest occupied orbital energy   -10.77 eV
SMILES   CCOCC#N
Energy   -7797.980 eV
LUMO energy   0.032 hartree
Multiplicity   1
Orbital gap   11.630 eV

```
13
Properties=species:S:1:pos:R:3:forces:R:3:mulliken_charge:R:1
C -1.6016 -0.1527 -0.2200 -0.048 0.010 0.007 -0.8731
C -0.3530 -1.0083 0.0441 -0.174 -0.120 -0.170 -0.3626
O 0.5271 -0.4718 1.0287 -0.015 0.027 0.055 -0.3801
C 1.1225 0.7374 0.6672 0.058 0.237 0.042 -0.3192
C 1.8768 0.6623 -0.6068 0.457 -0.084 -0.876 0.3590
N 2.4198 0.6026 -1.6257 -0.473 0.060 0.974 -0.4006
H -1.4502 0.8912 0.0758 -0.004 -0.196 -0.076 0.2676
H -1.8492 -0.1450 -1.2868 0.005 -0.061 0.201 0.2763
H -2.4709 -0.5170 0.3358 0.177 0.048 -0.069 0.2880
H 0.2102 -1.1731 -0.8845 -0.078 0.056 0.114 0.3350
H -0.6248 -1.9872 0.4435 -0.004 0.107 -0.112 0.2941
H 1.8059 1.0159 1.4721 -0.040 -0.040 -0.105 0.2949
H 0.3875 1.5457 0.5566 0.139 -0.044 0.015 0.2208
```
Forces are in eV/Å.

***

Record 3
The following is a DFT calculation (wB97M-V/def2-TZVPD) of the molecule C4H7NO.

Energy relative to the best compared isomer or geometry (same formula, charge and spin)   280.8 kJ/mol
Highest occupied orbital energy (alpha / beta)   -7.73 / -7.73 eV
Energy   -7796.734 eV
LUMO energy (alpha / beta)   0.003 / 0.003 hartree
Multiplicity   1
Orbital gap (alpha / beta)   7.805 / 7.807 eV

```
13
Properties=species:S:1:pos:R:3:forces:R:3:mulliken_charge:R:1
C 1.6253 0.3699 -0.2807 0.158 0.026 -0.022 -0.9426
N 0.2168 0.3034 0.1363 -0.228 0.220 -0.059 0.0888
C -0.5211 1.3828 0.0371 0.077 -0.147 0.005 -0.5367
C -0.2657 -0.9198 0.5037 -0.015 -0.147 0.000 -0.0933
C -1.5753 -1.3133 0.0931 0.022 -0.021 0.041 -0.2231
O -2.1433 -2.3577 0.3769 0.122 0.273 -0.040 -0.5551
H 2.0021 1.3888 -0.1814 -0.089 -0.123 0.010 0.3515
H 1.6985 0.0359 -1.3178 0.002 0.014 0.145 0.3243
H 2.2064 -0.3004 0.3534 -0.093 0.088 -0.071 0.3174
H -1.5065 1.3826 0.4799 0.111 -0.017 -0.084 0.3842
H -0.1368 2.2404 -0.4988 0.001 -0.116 0.091 0.2342
H 0.4389 -1.6300 0.9141 -0.034 0.065 -0.094 0.3321
H -2.0393 -0.5825 -0.6158 -0.035 -0.115 0.079 0.3182
```
Forces are in eV/Å.

***

Record 4
The following is a DFT calculation (wB97M-V/def2-TZVPD) of the molecule C4H7NO in a non-equilibrium geometry.

Energy relative to the best compared isomer or geometry (same formula, charge and spin)   391.0 kJ/mol
Highest occupied orbital energy   -7.69 eV
Energy   -7795.592 eV
LUMO energy   0.020 hartree
Multiplicity   1
Orbital gap   8.237 eV

```
13
Properties=species:S:1:pos:R:3:forces:R:3:mulliken_charge:R:1
O 1.4740 0.1528 1.1237 0.069 0.145 0.003 -0.5158
C 0.9153 0.2927 -0.1410 -1.331 0.251 0.095 -0.0800
C 0.0447 -0.8564 -0.5005 -0.212 -0.395 0.042 -0.6448
C -1.3235 -0.6182 0.1805 -0.091 -0.037 0.021 -0.4093
C -1.6143 0.8843 0.1719 0.593 0.418 -0.330 -0.4680
N -0.4783 1.4447 -0.0336 3.176 -3.193 -0.404 -0.1194
H 2.1685 0.8085 1.2599 -0.169 -0.098 -0.031 0.3194
H 1.7013 0.5419 -0.8980 -0.876 0.334 0.401 0.4520
H 0.1365 2.1506 -0.3295 -1.246 2.458 0.080 0.2586
H 0.4721 -1.8004 -0.1680 0.095 -0.077 -0.079 0.3205
H -0.0741 -0.8747 -1.5898 -0.018 -0.060 0.186 0.3007
H -1.2971 -0.9409 1.2301 -0.069 0.068 -0.114 0.2307
H -2.1251 -1.1850 -0.3055 0.079 0.188 0.130 0.3554
```
Forces are in eV/Å.

***

Record 5
The following is a DFT calculation (wB97M-V/def2-TZVPD) of the molecule C4H7NO.

Energy relative to the best compared isomer or geometry (same formula, charge and spin)   335.3 kJ/mol
Highest occupied orbital energy   -7.76 eV
Energy   -7796.169 eV
LUMO energy   0.037 hartree
Multiplicity   1
Orbital gap   8.771 eV

```
13
Properties=species:S:1:pos:R:3:forces:R:3:mulliken_charge:R:1
C 2.2065 0.0395 -0.0020 0.108 0.059 -0.006 -0.7199
C 1.0974 0.2957 -0.9642 -0.324 0.274 0.215 -0.0932
N 0.0373 0.8781 -0.7445 0.322 -0.385 -0.233 -0.0872
C -1.2274 0.8296 -0.5193 0.173 -0.042 0.010 -0.2340
C -1.7000 -0.5456 -0.1336 -0.231 0.016 -0.245 -0.4175
O -0.8585 -1.1070 0.8645 -0.031 0.030 0.235 -0.5332
H 1.9911 0.2686 1.0535 -0.074 0.060 -0.277 0.2583
H 3.0787 0.6111 -0.3377 -0.071 -0.102 0.111 0.3111
H 2.4804 -1.0199 -0.0853 -0.070 0.270 -0.017 0.2644
H -0.7092 -0.4131 1.5213 -0.051 -0.195 -0.011 0.3279
H -1.8738 1.6853 -0.6877 0.212 -0.100 0.156 0.4047
H -1.5877 -1.2108 -1.0021 -0.111 0.028 0.124 0.2628
H -2.7521 -0.5457 0.1802 0.147 0.086 -0.062 0.2557
```
Forces are in eV/Å.

***

Record 6
The following is a DFT calculation (wB97M-V/def2-TZVPD) of the molecule C4H7NO in a non-equilibrium geometry.

Energy relative to the best compared isomer or geometry (same formula, charge and spin)   513.1 kJ/mol
Highest occupied orbital energy (alpha / beta)   -8.28 / -7.82 eV
Energy   -7794.327 eV
LUMO energy (alpha / beta)   0.003 / 0.004 hartree
Multiplicity   1
Orbital gap (alpha / beta)   8.356 / 7.916 eV

```
13
Properties=species:S:1:pos:R:3:forces:R:3:mulliken_charge:R:1
O 2.7841 -1.6986 -0.1207 0.046 0.010 0.223 -0.4082
C 1.9720 -0.8663 -0.3385 0.641 -0.472 0.754 0.0706
N 1.1745 -0.0532 0.3823 0.093 -0.299 0.212 -0.0280
C 0.2506 0.5019 -0.5787 1.386 -0.718 -2.445 -0.5969
C -1.3041 0.4043 0.8988 -1.735 -0.172 1.148 -0.9423
C -1.1680 -0.0513 -0.4768 0.749 0.249 -0.078 -0.1392
H 0.9657 -0.0978 -1.4659 -1.645 1.592 0.374 0.3375
H 0.9233 -0.1150 1.3718 0.389 -0.143 -0.240 0.2927
H 0.2997 1.5946 -0.6535 -0.044 -0.256 0.009 0.2641
H -1.3668 -0.3158 1.7102 0.161 0.210 -0.036 0.3940
H -1.5789 1.4279 1.1246 0.050 -0.091 -0.093 0.2951
H -1.8254 0.4192 -1.2129 0.089 -0.060 0.115 0.2462
H -1.1410 -1.1370 -0.6008 -0.179 0.149 0.058 0.2146
```
Forces are in eV/Å.

***

Record 7
The following is a DFT calculation (wB97M-V/def2-TZVPD) of the molecule C4H7NO.

Energy relative to the best compared isomer or geometry (same formula, charge and spin)   344.7 kJ/mol
Highest occupied orbital energy   -8.84 eV
Energy   -7796.072 eV
LUMO energy   -0.007 hartree
Multiplicity   1
Orbital gap   8.646 eV

```
13
Properties=species:S:1:pos:R:3:forces:R:3:mulliken_charge:R:1
N 1.9999 -0.1724 -0.4042 0.063 0.105 0.081 -0.4134
C 1.1897 0.7423 0.2035 0.074 0.100 0.021 0.7755
O 1.3516 1.9630 0.1755 -0.011 -0.319 -0.020 -0.5795
C 0.0825 0.3824 1.0586 -0.171 0.069 -0.196 -0.6537
C -1.2749 -0.8634 -0.3363 0.055 -0.184 -0.091 -1.0767
C -1.2366 0.5015 0.4125 -0.007 0.148 0.138 -0.0740
H 2.0035 -1.1160 -0.0448 -0.040 0.149 -0.049 0.2347
H 2.8885 0.1827 -0.7321 -0.122 -0.029 0.023 0.2531
H -0.6617 -1.6152 0.1799 -0.120 0.035 -0.069 0.2959
H -0.8946 -0.7601 -1.3546 -0.036 -0.008 0.175 0.3285
H -2.2929 -1.2565 -0.3613 0.112 0.106 0.006 0.3374
H -2.0563 0.5683 1.1333 0.164 -0.033 -0.105 0.3040
H -1.3080 1.3286 -0.3058 0.041 -0.138 0.085 0.2683
```
Forces are in eV/Å.

***

Record 8
The following is a DFT calculation (wB97M-V/def2-TZVPD) of the molecule C4H7NO.

Energy relative to the best compared isomer or geometry (same formula, charge and spin)   281.6 kJ/mol
Highest occupied orbital energy   -9.17 eV
SMILES   O[C@H]1C[C@H]2N[C@@H]12
Energy   -7796.726 eV
LUMO energy   0.034 hartree
Multiplicity   1
Orbital gap   10.101 eV

```
13
Properties=species:S:1:pos:R:3:forces:R:3:mulliken_charge:R:1
O -0.8466 -1.1433 -1.6237 -0.078 -0.334 0.188 -0.5443
C 0.0999 -0.4365 -0.8725 0.278 0.189 0.086 0.2155
C -0.2040 1.0534 -0.6079 -0.034 0.102 -0.096 -0.9017
C 0.3337 0.8213 0.8053 0.206 0.349 0.047 -0.0039
N -0.6859 -0.0060 1.4540 -0.018 -0.125 0.074 -0.6027
C 0.3467 -0.6531 0.6182 0.144 -0.286 0.032 -0.3868
H -0.7867 -2.0768 -1.3820 -0.063 0.172 -0.128 0.3230
H 1.1134 -0.5081 -1.3041 -0.280 -0.030 -0.185 0.2542
H -1.2779 1.2541 -0.5808 0.158 0.050 -0.046 0.2938
H 0.3084 1.7683 -1.2534 0.011 -0.150 0.107 0.2690
H 1.0426 1.4276 1.3570 -0.195 -0.062 0.017 0.4309
H -0.4087 -0.1307 2.4287 -0.051 -0.119 -0.185 0.2492
H 1.0050 -1.4195 1.0190 -0.077 0.245 0.089 0.4038
```
Forces are in eV/Å.

***

Record 9
The following is a DFT calculation (wB97M-V/def2-TZVPD) of the molecule C4H7NO.

Energy relative to the best compared isomer or geometry (same formula, charge and spin)   333.4 kJ/mol
Highest occupied orbital energy   -9.53 eV
SMILES   ON=C1CCC1
Energy   -7796.189 eV
LUMO energy   0.033 hartree
Multiplicity   1
Orbital gap   10.433 eV

```
13
Properties=species:S:1:pos:R:3:forces:R:3:mulliken_charge:R:1
O -0.6206 -0.8419 2.4317 -0.293 0.075 0.298 -0.3470
N 0.6040 -0.6249 1.8052 0.239 0.089 -0.568 -0.5427
C 0.4394 -0.4021 0.5662 -0.094 0.125 0.531 0.6826
C -0.8602 -0.2037 -0.1604 -0.323 0.169 0.126 -0.8488
C -0.0395 0.4880 -1.2887 -0.117 0.170 -0.149 -0.4655
C 1.2912 0.2463 -0.5060 0.096 -0.041 0.023 -0.4837
H -1.2844 -0.3094 1.9413 0.322 -0.554 0.441 0.2781
H -1.4600 -1.0867 -0.4047 0.316 0.047 -0.083 0.3319
H -1.5191 0.4352 0.4735 0.148 0.134 -0.901 0.3796
H -0.0681 -0.0098 -2.2630 -0.122 0.040 0.266 0.2463
H -0.3065 1.5362 -1.4226 0.132 -0.057 -0.050 0.2797
H 2.0281 -0.3811 -1.0169 -0.205 0.006 0.120 0.2439
H 1.7957 1.1539 -0.1555 -0.099 -0.204 -0.054 0.2457
```
Forces are in eV/Å.